(1)
Computed, not measured: a structure of composition C44H66N2O23S7VZn2 in a non-equilibrium geometry, with ωB97M-V with the def2-TZVPD basis set.

```
! RIJCOSX wB97M-V def2-TZVPD def2/J DEFGRID3
* xyz 2 2
Zn -3.40896 -0.70732 0.34000
Zn 4.61800 -1.23049 1.78929
O 3.17326 3.65380 2.74692
V 1.83767 3.01536 3.42165
C -1.14420 0.44816 3.37913
C -2.28441 -0.04827 2.64873
C -3.46566 0.94370 2.42257
O -4.21601 0.79189 1.42670
C -3.44079 2.17575 3.13295
C -2.42763 2.53254 3.97171
C -1.21575 1.66646 3.98122
O -0.05305 2.07923 4.38970
O -2.59091 3.65843 4.64016
O -2.36409 -1.10065 1.91421
H -0.17025 -0.01629 3.33334
H -4.34744 2.76228 3.11314
C 1.41255 -1.27556 -0.45430
C 0.18770 -1.05063 -1.03670
C -0.72175 0.10313 -0.57561
O -1.94783 0.25724 -0.92755
C -0.26364 1.05079 0.30878
C 1.07418 0.96106 0.86853
C 1.88730 -0.35850 0.55643
O 2.92153 -0.61900 1.15587
O 1.63799 1.83697 1.62917
O -0.10565 -1.83267 -2.00802
H 2.02598 -2.00091 -0.96806
H -0.77038 1.99088 0.46956
C 0.94918 -3.27475 -4.95986
C 1.20086 -4.47492 -5.81745
N 1.46429 -5.31440 -6.52547
H 0.91996 -2.30686 -5.46029
H 1.88946 -3.23773 -4.40977
H 0.05497 -3.48248 -4.37220
C 4.41767 -1.39047 -3.64852
C 4.31437 -2.81195 -3.91732
N 4.19832 -3.93878 -4.18758
H 4.34586 -1.09436 -2.60198
H 3.72079 -0.83337 -4.27468
H 5.40207 -1.13373 -4.03987
C 1.06720 -5.98155 3.38869
C 0.38122 -5.27659 2.10900
C 1.31270 -4.37795 1.28989
S 2.90622 -4.34361 2.29278
O 3.55011 -3.00614 2.36445
O 3.72843 -5.43138 1.72283
C 2.11278 -4.96864 3.88986
H 1.61927 -6.85093 3.03165
H 0.24416 -6.29929 4.02881
H -0.38028 -4.68009 2.61140
H -0.00299 -6.00630 1.39625
H 0.85148 -3.39432 1.37854
H 1.62465 -4.59499 0.26828
H 1.59050 -4.12564 4.34227
H 2.77080 -5.56545 4.52147
C 5.07014 1.86841 -1.53906
C 6.63317 1.76165 -1.51683
C 7.15766 1.43112 -0.13418
S 5.76972 1.94360 1.03121
O 6.12119 3.09326 1.93152
O 5.20589 0.62833 1.47625
C 4.62350 2.59917 -0.33318
H 4.69626 0.86348 -1.34303
H 4.72958 2.25145 -2.50104
H 7.10200 2.65490 -1.92963
H 6.89842 0.90934 -2.14236
H 7.99230 2.10281 0.06659
H 7.52094 0.43286 0.10997
H 4.77525 3.66387 -0.51062
H 3.55232 2.56554 -0.13434
C -0.00087 1.74700 -3.72846
C -0.89399 2.92216 -3.31661
C -0.05388 4.13878 -2.69607
S 1.68226 3.78565 -3.05074
O 2.51791 4.17664 -1.93233
O 2.02948 4.17474 -4.45314
C 1.38483 1.90878 -3.00488
H 0.16790 1.81282 -4.80330
H -0.48091 0.80429 -3.46585
H -1.72104 2.72317 -2.63509
H -1.38599 3.28607 -4.21861
H -0.01742 4.00812 -1.61454
H -0.25615 5.18584 -2.92158
H 1.19791 1.56423 -1.98780
H 2.27416 1.40446 -3.38285
C -5.90660 2.08267 -3.18706
C -7.36462 1.53591 -2.92594
C -7.14638 -0.00582 -2.59651
S -5.30036 -0.46174 -2.52691
O -5.06005 -1.71434 -3.22066
O -4.89304 -0.25060 -1.11648
C -4.87780 0.95786 -3.59526
H -5.60303 2.47010 -2.21451
H -5.79067 3.00173 -3.76150
H -7.86852 1.68466 -3.88096
H -7.78840 2.03256 -2.05310
H -7.51743 -0.57232 -3.45062
H -7.61740 -0.29872 -1.65817
H -4.95836 0.66539 -4.64219
H -3.81756 1.19646 -3.51120
C 3.48680 -0.28652 7.53033
C 2.66788 -1.50351 7.12406
C 2.06377 -1.36666 5.66559
S 3.23870 -0.07333 4.82926
O 2.63261 1.20437 4.41284
O 3.93628 -0.75918 3.69506
C 4.35420 -0.02627 6.28179
H 4.09703 -0.42482 8.42284
H 2.71655 0.43313 7.80765
H 1.80803 -1.62275 7.78327
H 3.23815 -2.41602 7.29794
H 1.04539 -0.98277 5.60528
H 2.07067 -2.26167 5.04349
H 4.89281 0.92129 6.26996
H 5.04200 -0.85521 6.11476
C -1.85085 -6.07188 -1.26065
C -1.98191 -5.48117 -2.69490
C -2.98021 -4.24514 -2.55184
S -3.29059 -3.84945 -0.77748
O -4.50634 -4.55648 -0.28622
O -3.07181 -2.42102 -0.44279
C -1.86862 -4.93463 -0.19074
H -0.92553 -6.62901 -1.11406
H -2.55455 -6.89574 -1.14166
H -2.45027 -6.22497 -3.33950
H -0.96621 -5.36572 -3.07321
H -3.92741 -4.39706 -3.06936
H -2.55013 -3.32046 -2.93669
H -2.13185 -5.12623 0.84950
H -0.93002 -4.38094 -0.21466
C -4.06857 4.98849 0.79435
C -4.54745 6.43435 0.63673
C -4.42184 6.89248 -0.77664
S -3.00361 5.96529 -1.49771
O -1.88477 6.86959 -1.66260
O -3.47020 5.06796 -2.56182
C -2.77273 4.89322 -0.04172
H -4.81798 4.30012 0.40368
H -3.92596 4.74723 1.84770
H -3.99384 7.19177 1.19165
H -5.60293 6.44385 0.90867
H -4.05371 7.91019 -0.64686
H -5.23744 6.75679 -1.48692
H -1.94459 5.33240 0.51451
H -2.43309 3.89898 -0.33193
*
```

For the HOMO-LUMO gap (spin up / spin down), the calculation gives 0.1459 / 0.1721 Ha. The highest occupied orbital energy (spin up / spin down) is -11.8 / -11.8 eV. The calculation puts the LUMO energy (spin up / spin down) at -7.8 / -7.2 eV.

Atomic partial charges in e from the Mulliken method, atoms 1 to 4:
1 Zn -0.553
2 Zn 1.698
3 O -0.539
4 V 1.105

***

(2)
Computed, not measured: a cluster of 6 separate species, C44H68ClN3O20P3S in total in a non-equilibrium geometry, with ωB97M-V with the def2-TZVPD basis set.

```
! RIJCOSX wB97M-V def2-TZVPD def2/J DEFGRID3
* xyz 1 1
C 2.71560 7.87964 -2.85492
C 1.82897 6.64946 -2.62313
P 0.59994 6.87320 -1.22137
C 1.28479 8.00646 0.09220
C 0.27975 5.19780 -0.41926
C 1.28239 4.39326 0.08040
P 3.13109 4.62040 0.12230
O 3.50956 6.16129 -0.23298
Cl 3.72860 3.58263 -1.61257
C 0.89498 3.16347 0.66145
C 1.94879 2.21053 1.22459
O 1.94531 2.01945 2.41927
O 2.86131 1.66026 0.40043
C 2.60590 0.27127 0.10661
C 3.49228 -0.57817 1.04956
O 4.17774 -0.06992 1.90955
C 3.46314 -2.06631 0.80063
C 2.26704 -2.73851 0.91076
C 2.23005 -4.09593 0.70365
C 3.37327 -4.76985 0.35294
C 4.55830 -4.07648 0.23634
C 4.62350 -2.72939 0.47418
C -0.42871 2.77675 0.72258
C -0.81582 1.43960 1.31414
P -1.22712 1.68943 3.11357
O -2.67201 1.59399 3.29678
O -0.43766 0.68044 4.06200
O -0.78584 3.17898 3.52558
C -1.37369 3.65175 0.20322
C -2.82919 3.19612 0.28936
C -3.04667 2.15393 -0.85095
S -3.66233 2.84051 -2.42441
C -2.25582 3.08200 -3.41683
N -1.99107 2.56979 -4.56304
N -0.82307 3.02202 -5.04845
C -0.35319 3.83037 -4.13810
O -1.19480 3.91738 -3.13133
N -1.01931 4.81946 -0.34803
C -2.10122 5.67054 -0.81915
C -2.74384 6.41000 0.35297
O -2.16894 6.61147 1.39891
O -3.99247 6.87671 0.14483
H 3.32707 8.16446 -1.99943
H 2.11483 8.69728 -3.26062
H 3.42425 7.60963 -3.65008
H 2.40756 5.73810 -2.45137
H 1.21483 6.46059 -3.51017
H 2.21291 8.48335 -0.21647
H 1.45370 7.41283 0.99722
H 0.53300 8.75846 0.33847
H 4.31572 6.21717 -0.76514
H 1.54856 -0.00577 0.15820
H 2.97028 0.08103 -0.90892
H 1.33974 -2.24331 1.19047
H 1.29950 -4.64519 0.81465
H 3.35156 -5.83807 0.16878
H 5.46513 -4.60882 -0.03635
H 5.55899 -2.18760 0.38682
H -1.71568 1.02543 0.86454
H -0.04297 0.67406 1.20694
H 0.09344 0.04605 3.55147
H 0.11875 3.17437 3.87819
H -2.94465 2.65180 1.23522
H -3.54393 4.01586 0.27827
H -2.09749 1.66157 -1.08561
H -3.74861 1.37722 -0.53697
H 0.59241 4.33941 -4.23177
H -2.90870 5.11912 -1.30545
H -1.80611 6.43484 -1.53881
H -4.47596 6.86850 0.98264
O -0.13023 -0.62062 -9.84906
C -0.62491 0.45694 -9.66951
O -1.39983 0.65423 -8.58633
C -1.88278 1.93812 -8.17946
C -3.16427 2.30293 -8.90089
C -0.46911 1.57046 -10.67835
H -1.10826 2.69887 -8.29124
H -2.08115 1.85498 -7.11311
H -3.01187 2.38246 -9.97785
H -3.55129 3.25555 -8.53663
H -3.91911 1.53248 -8.74181
H -1.21462 1.44645 -11.46256
H 0.52387 1.49595 -11.11618
H -0.55018 2.56849 -10.25330
O 3.64875 -0.57336 -2.79332
C 3.83962 0.03311 -3.81622
O 2.79315 0.58764 -4.44622
C 2.91312 1.47369 -5.56671
C 3.01846 0.71167 -6.87058
C 5.20786 0.10083 -4.44502
H 3.73951 2.17267 -5.42282
H 1.99978 2.06871 -5.56879
H 3.91389 0.09055 -6.90146
H 3.04778 1.40033 -7.71517
H 2.16334 0.04624 -6.98978
H 5.37051 -0.79779 -5.03864
H 5.94758 0.14000 -3.64817
H 5.36734 0.98034 -5.06420
O 0.59944 -2.34212 4.17506
C 1.54676 -2.40818 4.92224
O 1.43747 -3.07474 6.07194
C 2.55037 -3.35780 6.93034
C 2.83485 -2.20388 7.86815
C 2.80704 -1.66251 4.59032
H 3.42579 -3.64899 6.34844
H 2.25888 -4.23265 7.50909
H 3.11631 -1.30251 7.32248
H 3.64364 -2.45866 8.55307
H 1.94509 -1.96104 8.44959
H 2.70631 -0.62615 4.91389
H 2.92420 -1.68916 3.51071
H 3.71507 -2.08695 5.01214
O -1.70052 -5.56503 2.73991
C -2.48899 -5.17886 3.56130
O -3.78788 -5.06319 3.23252
C -4.82612 -4.79329 4.18421
C -4.97413 -3.30737 4.43709
C -2.03499 -4.73575 4.93014
H -4.66934 -5.36007 5.10279
H -5.74099 -5.17890 3.73710
H -4.06950 -2.88121 4.87230
H -5.80593 -3.11622 5.11547
H -5.15654 -2.78047 3.49972
H -1.70001 -3.70010 4.87434
H -1.19999 -5.36367 5.23358
H -2.79369 -4.83571 5.70367
O -5.85163 -9.07411 7.06255
C -4.92165 -9.30467 6.34233
O -4.72369 -8.53163 5.25573
C -3.55300 -8.59741 4.43461
C -3.67397 -9.67663 3.38001
C -4.02099 -10.49384 6.57575
H -2.65370 -8.70727 5.04367
H -3.48034 -7.62660 3.94720
H -3.76417 -10.66702 3.82755
H -2.80193 -9.67153 2.72559
H -4.56773 -9.51599 2.77678
H -4.47914 -11.37846 6.13557
H -3.92299 -10.64001 7.64909
H -3.01405 -10.37143 6.18294
*
```

For the HOMO-LUMO gap, the calculation gives 0.2569 Ha. The highest occupied orbital energy is -11.2 eV. The calculation puts the LUMO energy at -4.2 eV.

Atomic partial charges in e from the Mulliken method, atoms 1 to 4:
1 C -1.653
2 C 0.197
3 P 0.002
4 C -1.176

***

(3)
Computed, not measured: a cluster of 19 separate species, C44H69Cl36F4IN3O6PS2Si in total in a non-equilibrium geometry, with ωB97M-V with the def2-TZVPD basis set.

```
! RIJCOSX wB97M-V def2-TZVPD def2/J DEFGRID3
* xyz 0 1
C -3.91354 1.11916 -8.19875
C -3.18257 -0.15334 -7.56802
O -3.14959 -1.20624 -8.25520
O -2.56152 -0.04063 -6.26614
C -1.29316 -0.74387 -6.35061
O -0.30693 -0.08266 -6.73231
C -1.27608 -2.27737 -5.91753
C -1.22628 -2.50895 -4.32348
C -1.45980 -1.29361 -3.36489
C -1.39157 -1.58205 -1.84194
C -1.10124 -3.03318 -1.29438
C -0.86220 -4.24097 -2.22515
C -0.54917 -5.67839 -1.60663
N -1.66664 -6.65830 -1.82888
C -0.95161 -3.95469 -3.77062
C -0.76046 -5.18191 -4.78457
C 0.76979 -5.48624 -5.18266
N 0.90764 -5.21533 -6.65543
S -1.04219 -3.12376 0.57445
C -0.15132 -1.56552 1.00154
C -0.57879 -0.31907 0.12886
C 0.05012 1.07842 0.35778
P -0.41732 2.64513 -0.62909
O -1.73635 2.34688 -1.71750
O -1.00992 3.89766 0.40357
S 1.05266 3.26827 -1.78319
C 1.13395 1.15930 1.52938
I 2.02422 3.15184 1.81483
C 1.53126 -0.08200 2.40454
C 2.60279 0.22652 3.56082
C 1.91776 0.73227 4.95694
O 1.53978 2.12775 4.93451
Si 2.42369 3.09784 6.07148
C 2.52758 4.86887 5.27536
C 1.35721 3.29849 7.64374
C 4.23040 2.55091 6.38264
C 0.90650 -1.51740 2.13798
C 1.39232 -2.74229 3.01546
F 2.82690 -2.83735 2.80764
F 0.90541 -4.02318 2.67393
C 1.03041 -2.56698 4.59922
F 2.16610 -2.30625 5.40634
F 0.49459 -3.82548 5.07871
N -1.63172 -0.46643 -0.90217
H -4.17018 1.82293 -7.32289
H -4.84807 0.85732 -8.79920
H -3.12958 1.66133 -8.84540
H -0.36074 -2.78796 -6.38932
H -2.25365 -2.73482 -6.31385
H -1.68892 -0.22914 -3.69154
H -0.37275 -5.59604 -0.48342
H 0.42350 -6.07907 -2.06866
H -1.83766 -7.20855 -0.97140
H -1.28788 -7.32615 -2.52707
H -1.24984 -6.10778 -4.29493
H -1.37983 -4.93621 -5.72147
H 1.52031 -4.90999 -4.54564
H 0.93392 -6.62348 -5.04956
H 1.49520 -5.92583 -7.11655
H 1.25857 -4.26718 -6.83962
H -1.82359 3.16640 -2.27849
H -0.39712 4.67358 0.33976
H 3.38040 1.02430 3.24797
H 3.22942 -0.68468 3.86071
H 2.54520 0.41796 5.87007
H 0.92995 0.13332 5.05448
H 1.60486 4.92312 4.57338
H 3.43819 4.96233 4.59563
H 2.41458 5.70663 6.04078
H 0.44323 3.97669 7.42321
H 1.97350 3.85816 8.43075
H 0.91578 2.31523 8.05489
H 4.22502 1.94588 7.37511
H 4.85205 3.52161 6.56312
H 4.67171 1.91628 5.53556
H 0.17674 -1.82413 4.70088
H -2.52060 -0.58448 -0.37844
C -5.12935 -2.66363 -0.17063
Cl -5.17676 -2.79775 -1.93294
Cl -4.65183 -1.03705 0.33244
H -6.11955 -2.88143 0.22845
H -4.40853 -3.38092 0.21967
C 6.79853 5.59343 4.37544
Cl 5.70111 5.93370 5.71989
Cl 6.10536 4.39538 3.27476
H 6.98173 6.51567 3.82546
H 7.73850 5.20747 4.77190
C -1.78764 -0.33746 6.98027
Cl -1.85526 -0.45606 5.21838
Cl -1.27752 1.27585 7.46602
H -2.77492 -0.54283 7.39156
H -1.07205 -1.06471 7.36188
C -1.70089 5.29834 -4.86984
Cl -1.23612 4.86046 -3.21947
Cl -0.98390 6.84116 -5.34612
H -1.35597 4.52193 -5.55150
H -2.78560 5.38087 -4.92264
C -0.45498 -10.65502 -2.51079
Cl 0.00197 -11.09890 -0.86277
Cl 0.28291 -9.12026 -2.98757
H -0.12057 -11.43479 -3.19317
H -1.53839 -10.55785 -2.56361
C 10.81398 4.80270 3.25093
Cl 9.84204 4.84571 1.77597
Cl 9.89354 5.39830 4.63889
H 11.11984 3.77552 3.44360
H 11.69347 5.43018 3.11461
C -8.28945 -1.70072 -3.21404
Cl -9.02096 -3.29665 -3.41824
Cl -9.42393 -0.56826 -2.46673
H -7.41095 -1.79319 -2.57700
H -7.99860 -1.31705 -4.19093
C -0.37037 0.21388 11.48728
Cl -1.21538 -0.76367 10.28108
Cl 1.24903 0.65464 10.93191
H -0.94168 1.12237 11.66855
H -0.28471 -0.35899 12.40950
C 7.64625 6.65849 -1.08922
Cl 9.26589 6.05931 -1.46863
Cl 6.92802 5.76018 0.25330
H 7.71360 7.71019 -0.81512
H 7.01334 6.54609 -1.96823
C -7.97870 0.23122 -9.24625
Cl -7.48829 -0.15469 -7.59207
Cl -7.28229 1.76678 -9.77823
H -7.63676 -0.56107 -9.91046
H -9.06450 0.30298 -9.28559
C -7.29763 -5.38810 2.47912
Cl -6.01668 -5.84363 1.34966
Cl -7.79549 -3.70939 2.23643
H -8.15662 -6.03829 2.32091
H -6.92961 -5.50418 3.49736
C 2.34126 1.74305 -7.27751
Cl 3.59567 1.26233 -8.42818
Cl 1.85801 3.42512 -7.52575
H 1.47276 1.10190 -7.41230
H 2.72643 1.63298 -6.26600
C 4.66630 1.24149 -2.66312
Cl 4.28557 2.30015 -1.30427
Cl 3.24520 1.00742 -3.68141
H 5.46111 1.69221 -3.25477
H 4.99326 0.27676 -2.28316
C -4.08609 2.76278 11.50675
Cl -3.11742 2.98313 10.04399
Cl -3.58762 1.31927 12.39768
H -3.96152 3.63404 12.14792
H -5.13273 2.65903 11.22479
C 7.09038 2.42163 8.97292
Cl 5.84427 1.17245 9.03824
Cl 6.42869 3.94337 8.37120
H 7.48899 2.58058 9.97367
H 7.88653 2.09186 8.30714
C -1.60482 1.55059 -11.59990
Cl -3.32023 1.86245 -11.87625
Cl -0.93667 2.69013 -10.43172
H -1.48839 0.53953 -11.21188
H -1.06780 1.64841 -12.54209
C 8.11344 -0.66791 -2.89659
Cl 7.75042 0.39028 -1.52765
Cl 6.69143 -0.90262 -3.92181
H 8.90681 -0.21725 -3.49089
H 8.43985 -1.63549 -2.51844
C -11.40547 0.19329 0.60976
Cl -13.11544 0.51781 0.30027
Cl -10.75540 1.29955 1.82565
H -11.29852 -0.82929 0.96836
H -10.84775 0.31925 -0.31753
*
```

For the HOMO-LUMO gap, the calculation gives 0.2697 Ha. The highest occupied orbital energy is -7.8 eV. The calculation puts the LUMO energy at -0.5 eV.

Atomic partial charges in e from the Mulliken method, atoms 1 to 4:
1 C -0.321
2 C 0.668
3 O -0.556
4 O -0.201